Computed, not measured: a molecular structure, C6H12N at a distorted geometry, with ωB97M-V/def2-TZVPD.

Results
charge	+1
lowest unoccupied orbital energy	-6.027	eV
gap between HOMO and LUMO	6.263	eV
energy above the lowest of the compared OMol25 structures with the same formula, charge and spin	196.54	kcal/mol

Cartesian coordinates (Å):
C -1.72777 1.26668 -0.37332
C -1.43763 -0.15701 -0.04653
C -0.40900 -0.49432 0.95185
C 1.07098 -0.32541 0.42894
C 2.01421 0.09883 1.31622
C 1.27722 -0.99319 -0.87926
N 1.03408 0.28461 -1.16995
H -2.11702 1.34708 -1.37406
H -2.43033 1.70057 0.33614
H -0.80920 1.84601 -0.40743
H -2.35704 -0.69868 0.18128
H -0.89047 -0.83923 -0.99421
H -0.69307 0.18803 1.72546
H -0.52985 -1.54578 1.20479
H 2.05595 -0.24471 2.33625
H 2.78218 0.76759 0.96263
H 2.12870 -1.58520 -1.22763
H -0.88437 -1.39186 -1.54504
H 1.92244 0.77601 -1.42616

Cartesian forces (eV/Å) of the 2 atoms listed first:
1.100 0.147 -0.714
-1.546 0.596 1.667

Atomic partial charges in e from the Löwdin method, atoms 1 to 6: -0.05 -0.20 -0.11 -0.38 0.19 -0.09